Entry 1:
A cluster of 12 separate species, C32H66Cl22INO3P in total. Source: the OMol25 dataset; level of theory: ωB97M-V/def2-TZVPD.

```
126
Properties=species:S:1:pos:R:3
C 2.68387 0.71574 2.83520
C 1.93623 0.70403 1.48025
C 2.66365 -0.17916 0.47449
C 1.74307 2.15004 0.98978
C 0.94186 2.30083 -0.32156
C 1.80114 2.93689 -1.42535
C -0.31777 3.17430 -0.17443
O -0.98838 3.09023 1.09746
C -1.37267 1.84361 1.46616
C -1.98897 0.89581 0.43878
N -2.24966 -0.24801 1.36061
P -3.36023 -1.62524 0.88484
O -4.72282 -0.75184 0.82856
I -2.77415 -1.92257 -1.44588
C -2.67954 0.51291 2.65679
O -2.45723 1.86074 2.40623
H 3.68742 0.30257 2.73618
H 2.79175 1.73637 3.20597
H 2.15789 0.14202 3.59989
H 0.95819 0.23179 1.66366
H 2.19897 -0.18543 -0.51272
H 2.66166 -1.21478 0.82464
H 3.70351 0.13124 0.36319
H 2.74505 2.56359 0.85139
H 1.26101 2.72231 1.78536
H 0.65854 1.31741 -0.70866
H 2.60423 2.26076 -1.71943
H 1.20761 3.21453 -2.29950
H 2.26203 3.85253 -1.04835
H -1.01965 2.96412 -0.99064
H -0.04429 4.22644 -0.23909
H -0.54849 1.33744 1.99950
H -2.97061 1.29029 0.16787
H -1.45895 0.62672 -0.46549
H -1.35263 -0.68671 1.58691
H -5.46579 -1.36285 0.95996
H -3.70554 0.29293 2.93747
H -2.01689 0.14702 3.44957
Cl 0.62787 -3.12755 -3.35043
C -0.18363 -4.69567 -3.61556
C -0.81303 -4.76356 -4.97758
Cl -2.20082 -3.64324 -5.10916
H -0.92414 -4.83515 -2.83505
H 0.57709 -5.46673 -3.51679
H -1.19735 -5.76535 -5.16261
H -0.10587 -4.50278 -5.76025
Cl -6.41520 -6.14963 -3.89015
C -5.79552 -4.76489 -4.83401
C -6.07825 -4.91297 -6.30656
Cl -5.14095 -6.24384 -7.03033
H -4.72833 -4.68995 -4.64863
H -6.28901 -3.87284 -4.45107
H -5.78929 -3.99899 -6.82284
H -7.13126 -5.10829 -6.49257
Cl 1.31303 6.20913 0.66896
C -0.28895 6.70377 1.30015
C -0.29268 8.12895 1.77831
Cl 0.70364 8.34663 3.24343
H -0.55458 6.00930 2.09335
H -1.00074 6.59328 0.48297
H -1.31428 8.40170 2.03590
H 0.08204 8.80847 1.01668
Cl -3.79362 7.62715 1.78023
C -4.30790 8.90076 2.92510
C -5.04540 8.32941 4.10839
Cl -6.62284 7.64339 3.64683
H -4.92306 9.60481 2.37166
H -3.40669 9.40879 3.26692
H -5.23652 9.12170 4.82993
H -4.46996 7.54296 4.58993
Cl 4.24896 3.59791 4.46498
C 5.93998 3.37761 5.00231
C 6.58533 2.17490 4.36652
Cl 5.86697 0.64727 4.94246
H 5.91585 3.29819 6.08519
H 6.48193 4.27799 4.71743
H 7.64058 2.15141 4.63299
H 6.49444 2.19669 3.28315
Cl 4.48551 3.36766 8.15596
C 2.74572 3.65068 7.87898
C 1.88941 2.59264 8.52428
Cl 2.07577 1.00886 7.72296
H 2.58863 3.68682 6.80460
H 2.51366 4.62501 8.30579
H 0.84130 2.87324 8.43581
H 2.13440 2.46407 9.57522
Cl -5.74306 -5.15125 0.82175
C -6.41125 -6.43305 -0.23220
C -7.00512 -7.56019 0.57176
Cl -5.76461 -8.46897 1.47194
H -5.60476 -6.77563 -0.87493
H -7.17888 -5.97289 -0.85082
H -7.49674 -8.26020 -0.10164
H -7.73207 -7.19490 1.29255
Cl 4.40820 -7.43735 -3.71722
C 3.98627 -9.12708 -4.09762
C 3.55822 -9.30166 -5.53416
Cl 1.99658 -8.50291 -5.87426
H 3.20854 -9.43947 -3.40515
H 4.87703 -9.72574 -3.91561
H 3.42751 -10.35865 -5.75771
H 4.29235 -8.88338 -6.21739
Cl 3.27523 -0.51264 -3.78555
C 4.99142 -1.00068 -3.72225
C 5.31421 -2.15571 -4.63654
Cl 4.58463 -3.70308 -4.13854
H 5.22991 -1.22751 -2.68570
H 5.57152 -0.13526 -4.03785
H 6.39242 -2.30630 -4.64291
H 4.98246 -1.95510 -5.65203
Cl 1.22400 10.43759 -1.02557
C 2.24603 9.12366 -1.66960
C 2.77891 9.43975 -3.04299
Cl 1.48795 9.46089 -4.27165
H 1.65303 8.21279 -1.67289
H 3.07416 8.99779 -0.97389
H 3.49037 8.67118 -3.34020
H 3.27370 10.40726 -3.06383
Cl -1.70591 -6.96059 -1.66297
C -1.27556 -8.68820 -1.51081
C -2.04449 -9.37329 -0.41261
Cl -1.58403 -8.78039 1.20158
H -0.20375 -8.73702 -1.33951
H -1.50141 -9.15489 -2.46763
H -1.83237 -10.44087 -0.43615
H -3.11628 -9.22441 -0.52259
```

total charge = +1
HOMO-LUMO gap = 9.11 eV
E_HOMO = -12.059 eV
calculated total energy = -12302.4625 Ha
LUMO energy = -2.95 eV

***

Entry 2:
A structure of composition C32H66FNO17S7. Source: the OMol25 dataset; level of theory: ωB97M-V/def2-TZVPD.

```
124
Properties=species:S:1:pos:R:3
N -0.07148 0.25963 -0.54490
H -0.52648 0.59463 -1.28690
H -0.23548 -0.79137 -0.45290
H -0.40548 0.59963 0.36010
H 0.94752 0.45763 -0.65890
F 0.69352 2.29963 -1.96990
C 3.86952 2.82063 -0.71690
C 3.79752 4.33563 -1.01690
C 2.49752 5.02063 -0.66190
O 2.89052 5.98163 0.32810
C 4.28752 5.94763 0.41810
O 4.95252 6.75863 0.97610
O 4.74452 4.86663 -0.16590
H 3.11752 2.16363 -1.62190
H 3.60552 2.70663 0.29610
H 4.79152 2.62463 -0.80590
H 3.84152 4.28163 -2.08090
H 1.70352 4.42363 -0.35990
H 2.04052 5.64763 -1.52890
C -4.43748 0.95863 -3.85690
C -4.53548 2.23063 -2.92190
C -5.18348 1.74563 -1.56990
S -4.09048 0.36163 -1.35790
O -4.95048 -0.67437 -0.82490
O -2.85248 0.63663 -0.81590
C -3.89048 -0.24037 -3.05890
H -3.66748 1.30963 -4.64090
H -5.28348 0.70863 -4.28990
H -5.06848 3.00863 -3.34390
H -3.43948 2.58263 -2.81190
H -6.18648 1.48663 -1.90790
H -4.96548 2.21263 -0.58990
H -4.59848 -0.97537 -3.09090
H -3.01348 -0.19537 -3.20690
C -4.17548 -2.25937 3.82710
C -2.98648 -2.55437 4.75810
C -1.68948 -2.06937 3.97010
S -2.18748 -1.46837 2.42010
O -1.49048 -2.07337 1.37910
O -2.25848 -0.02537 2.60010
C -3.91348 -2.04537 2.36310
H -4.67748 -1.34937 4.17610
H -4.96848 -2.96537 4.04110
H -2.95648 -3.58037 5.08910
H -3.12848 -1.71337 5.64110
H -1.27048 -3.09837 3.97810
H -0.99048 -1.33337 4.33910
H -3.75048 -3.03237 2.01610
H -4.70148 -1.40737 1.71310
C 2.00952 -3.12937 0.29610
C 3.47652 -3.11837 0.78010
C 3.56352 -3.60537 2.17710
S 2.29752 -4.94237 2.14210
O 1.63552 -4.95237 3.34910
O 3.16152 -6.09737 1.81610
C 1.39052 -4.40937 0.70510
H 2.15452 -2.93037 -0.67690
H 1.47352 -2.09837 0.72110
H 3.95852 -2.08637 0.84110
H 4.16452 -3.80037 0.28010
H 3.25052 -3.03737 3.08410
H 4.70452 -4.28937 2.51510
H 0.31052 -4.26937 1.03310
H 1.37752 -5.16937 0.03810
C -2.02948 -6.01437 -1.42190
C -3.14948 -5.18837 -0.68090
C -3.55048 -4.00337 -1.54390
S -2.10348 -3.42637 -2.38590
O -1.61748 -2.33337 -1.61990
O -2.30148 -3.37237 -3.83990
C -1.12548 -4.84737 -2.01190
H -2.43748 -6.34437 -2.23590
H -1.39648 -6.60037 -0.84690
H -2.53948 -4.86937 0.06710
H -3.89848 -5.71837 -0.38490
H -4.02448 -3.23937 -1.22890
H -4.25248 -4.36937 -2.40390
H -0.27648 -4.48137 -1.48290
H -0.72148 -5.18837 -3.06290
C 3.86552 -0.10337 -4.89390
C 3.62852 -1.61037 -4.89690
C 3.43952 -2.09437 -3.45690
S 2.43252 -0.82237 -2.79590
O 2.69252 -0.66237 -1.37890
O 1.07252 -0.94137 -3.26290
C 3.21352 0.48463 -3.58290
H 3.44452 0.40463 -5.87890
H 4.90652 -0.12737 -5.02190
H 4.50452 -2.14837 -5.25790
H 2.79852 -1.83637 -5.50390
H 4.22352 -1.92037 -2.86890
H 2.82252 -2.83137 -3.09290
H 3.98952 0.95363 -3.00390
H 2.37352 1.33463 -3.78590
C -1.30348 5.63763 -0.55790
C -1.64248 6.20063 0.79610
C -1.71048 5.02363 1.88810
S -2.09748 3.71063 0.92010
O -3.51548 3.50863 1.04810
O -1.20348 2.63363 1.23610
C -1.91748 4.22163 -0.78790
H -0.20648 5.66963 -0.85390
H -1.57848 6.45363 -1.20790
H -2.88248 6.52163 0.74010
H -0.93848 6.95863 1.15910
H -2.30348 5.31263 2.74610
H -0.55348 4.78663 2.21910
H -2.87548 4.44163 -1.18690
H -1.18348 3.46263 -1.20790
C 3.02052 2.51163 3.49010
C 3.57752 1.48963 4.49310
C 3.05452 0.14863 4.02510
S 1.45152 0.46263 3.37410
O 0.58252 0.34363 4.52210
O 1.17452 -0.29137 2.21910
C 1.55052 2.16663 2.94510
H 3.77652 2.59963 2.47010
H 3.02352 3.48763 3.68710
H 3.03952 1.48863 5.40710
H 4.48452 1.74563 4.98910
H 3.11052 -0.67037 4.69710
H 3.60952 -0.25037 3.21110
H 0.94652 2.44063 3.76310
H 1.36352 2.45663 1.89210
```

total charge = 0
HOMO-LUMO gap = 9.03 eV
E_HOMO = -8.777 eV
calculated total energy = -5479.2825 Ha
LUMO energy = 0.25 eV
energy above the lowest of the compared OMol25 structures with the same formula, charge and spin = 0.000 eV

***

Entry 3:
A cluster of 3 separate species, C32H66N2O11P2 in total. Source: the OMol25 dataset; level of theory: ωB97M-V/def2-TZVPD.

```
113
Properties=species:S:1:pos:R:3
H 1.42270 7.34707 -2.88814
N 1.84717 6.55509 -2.35950
C 3.00106 6.36029 -2.95050
C 3.44199 7.32369 -4.17180
C 3.96372 5.21341 -2.42336
C 3.59375 3.72896 -2.89563
O 4.71100 3.13776 -3.64175
C 4.25049 2.05690 -4.43837
O 5.02781 1.36739 -5.10994
C 2.64124 1.90618 -4.23915
C 2.58927 0.90005 -2.98355
C 2.57984 -0.64828 -3.36972
C 3.45285 -1.49367 -2.28500
C 3.13608 -1.09827 -0.77316
C 1.62681 -1.36709 -0.31316
C 1.36425 -2.84996 0.23668
C 0.27459 -2.75876 1.41469
C -1.04575 -3.66721 1.14429
C -1.60843 -4.33230 2.51201
C -2.64622 -3.28482 3.18361
C -4.16216 -3.57157 2.74951
C -4.86226 -2.15215 2.41965
C -5.26046 -1.46471 3.83730
C 2.09792 1.32916 -5.62333
C 1.97370 2.39135 -6.79303
C 3.12846 3.35924 -7.31192
N 0.81155 2.44344 -7.41578
H 0.83814 3.16197 -8.15533
C 2.38569 3.46863 -3.90182
O 1.05332 3.86558 -3.53291
C 0.43439 4.68613 -4.53746
C -1.10550 5.03857 -4.16937
C -1.99875 3.84783 -4.81342
H 4.28831 6.87450 -4.78114
H 3.85858 8.26701 -3.65973
H 2.56354 7.64301 -4.81432
H 3.89058 5.23609 -1.27678
H 5.05825 5.45134 -2.65581
H 3.61266 3.15665 -1.89782
H 1.69629 1.20490 -2.32660
H 3.54287 1.06914 -2.36221
H 1.51869 -1.08521 -3.29700
H 3.06985 -0.88170 -4.37767
H 3.22829 -2.59225 -2.48422
H 4.54782 -1.30691 -2.53961
H 3.38608 -0.00522 -0.51831
H 3.84215 -1.71798 -0.10826
H 1.37353 -0.54938 0.45378
H 0.89887 -1.21546 -1.18970
H 0.95534 -3.56281 -0.55722
H 2.30254 -3.33949 0.67067
H -0.08191 -1.68712 1.52580
H 0.71335 -3.13282 2.40969
H -0.88730 -4.44850 0.33550
H -1.84683 -2.93019 0.78581
H -0.77095 -4.61370 3.22512
H -2.22468 -5.27480 2.27973
H -2.59585 -3.33614 4.32847
H -2.35597 -2.22424 2.87503
H -4.21285 -4.23984 1.82380
H -4.76552 -4.10451 3.56425
H -5.78598 -2.31433 1.76038
H -4.10844 -1.43424 1.93654
H -6.37676 -1.19865 3.89580
H -4.64621 -0.51866 3.98249
H -5.05735 -2.22674 4.66868
H 1.09673 0.79118 -5.46511
H 2.81819 0.51418 -5.99833
H 3.64030 2.88113 -8.21970
H 2.60354 4.31000 -7.69258
H 3.85629 3.70443 -6.51329
H 2.60938 4.14586 -4.78873
H 0.94635 5.71200 -4.66040
H 0.40254 4.22943 -5.57716
H -1.38486 5.99410 -4.74023
H -1.26663 5.15872 -3.05311
H -1.95339 2.97268 -4.07673
H -1.58353 3.46509 -5.79812
H -3.07919 4.18690 -4.99621
C -2.46427 4.28618 0.35763
O -2.98248 3.20821 1.13670
P -1.78749 2.26118 1.93858
O -2.79468 1.17586 2.29463
O -1.72841 3.39872 3.12988
C -2.92704 3.76799 3.79663
O -0.48645 1.39328 2.63766
C -0.22873 1.49097 4.02863
H -3.29789 4.87864 -0.01640
H -1.81981 4.92759 0.96755
H -1.89333 3.89435 -0.48747
H -3.72382 3.03277 3.65572
H -3.26192 4.73855 3.42011
H -2.72302 3.85613 4.86473
H -1.13857 1.32135 4.60547
H 0.20068 2.46702 4.26086
H 0.50573 0.72864 4.28654
C -0.39380 -6.18805 8.46626
O -1.53521 -6.19536 7.61051
P -1.20792 -6.64405 5.97906
O -2.59757 -6.18723 5.55538
O -1.25840 -8.22623 6.43966
C -2.39251 -8.70722 7.14654
O -0.83755 -7.07543 4.36359
C -1.22314 -8.34190 3.85645
H -0.72352 -5.99682 9.48632
H 0.11745 -7.15583 8.43518
H 0.29791 -5.40049 8.15793
H -3.25604 -8.04437 7.04598
H -2.13806 -8.80906 8.20524
H -2.66236 -9.68847 6.75342
H -2.27678 -8.53734 4.05886
H -0.59471 -9.12336 4.28702
H -1.06127 -8.33353 2.77903
```

total charge = 0
HOMO-LUMO gap = 7.02 eV
E_HOMO = -9.615 eV
calculated total energy = -2878.3520 Ha
SMILES = [H]/N=C(\C)C[C@@H]1OC(=O)[C@](CCCCCCCCCCCCC)(C/C(C)=N/[H])[C@H]1OCCC.COP(=O)(OC)OC.COP(=O)(OC)OC
LUMO energy = -2.60 eV
energy above the lowest of the compared OMol25 structures with the same formula, charge and spin = 7.865 eV

***

Entry 4:
A cluster of 9 separate species, C32H66NO17S7 in total. Source: the OMol25 dataset; level of theory: ωB97M-V/def2-TZVPD.

```
123
Properties=species:S:1:pos:R:3
N -1.49430 -7.10621 23.73846
H -1.57700 -6.26135 23.24448
H -2.43938 -7.46766 23.75690
H -1.24736 -6.74798 24.72254
H -0.93217 -7.78436 23.46344
C -4.22282 -11.13860 18.18373
C -2.91947 -10.67303 18.63762
C -2.54921 -9.19923 18.57622
O -2.07948 -8.83423 19.81800
C -2.33303 -9.84817 20.67767
O -2.26698 -9.65796 21.93006
O -2.72703 -10.94780 20.04578
H -4.38524 -12.13943 18.42192
H -4.18468 -11.09972 17.16659
H -4.97908 -10.57347 18.68176
H -2.13202 -11.16576 18.17941
H -3.33613 -8.41661 18.65342
H -1.80435 -9.14192 17.84186
C 3.39153 -2.50953 23.74940
C 3.58029 -3.45825 22.59142
C 3.30467 -4.90754 22.98512
S 1.91187 -4.83187 24.13601
O 2.19356 -5.54301 25.35380
O 0.68935 -4.90085 23.52226
C 2.14847 -3.15508 24.38320
H 3.20622 -1.47385 23.47679
H 4.19648 -2.71758 24.49433
H 4.50429 -3.42728 22.15691
H 2.70853 -3.32168 21.75683
H 4.09439 -5.31871 23.47477
H 3.23464 -5.70046 22.33392
H 2.34624 -3.00891 25.47646
H 1.30560 -2.48133 23.92604
C -5.64994 -6.78863 26.88597
C -4.54420 -6.33923 27.73666
C -3.25441 -7.20338 27.48700
S -3.99448 -8.75295 27.02115
O -3.76425 -9.92721 27.82482
O -3.67280 -8.88804 25.60942
C -5.62623 -8.30728 27.05515
H -5.86652 -6.48104 25.82303
H -6.77480 -6.39020 27.22855
H -4.67300 -6.25989 28.64651
H -4.14880 -5.30312 27.50416
H -2.78762 -7.44367 28.53112
H -2.44519 -6.77034 26.68643
H -5.93161 -8.84503 28.22200
H -6.36992 -8.88273 26.20388
C -2.91114 -0.87719 24.35494
C -3.80085 -1.61167 25.34871
C -4.20066 -3.06039 24.85564
S -2.58622 -3.33369 24.04655
O -2.83898 -3.75498 22.70882
O -1.87977 -4.31585 24.78819
C -1.82683 -1.83221 24.02111
H -2.66950 0.13088 24.82199
H -3.66636 -0.70245 23.37180
H -4.81638 -1.04486 25.51620
H -3.32412 -1.57883 26.30614
H -4.95306 -2.74881 24.30277
H -4.31914 -3.78905 25.58426
H -1.54936 -1.73243 23.09964
H -0.96140 -1.81153 24.60519
C -0.55649 -4.60616 17.69638
C 0.13141 -3.45507 18.34777
C 0.11147 -3.63455 19.90727
S 0.52960 -5.37283 20.08756
O -0.31765 -6.09995 21.04617
O 1.96137 -5.56599 20.11684
C -0.11969 -5.87816 18.48385
H -0.42188 -4.59092 16.59670
H -1.57947 -4.66941 17.85131
H -0.17112 -2.49101 18.00265
H 1.25002 -3.41330 18.29523
H -1.03137 -3.54467 20.10207
H 0.65290 -3.13901 20.68921
H -0.90447 -6.69742 18.87274
H 0.55540 -6.37355 18.01992
C -4.42759 -4.82737 19.07864
C -5.46456 -4.14431 19.99133
C -5.79116 -5.14258 21.09376
S -4.74420 -6.61225 20.93434
O -5.36406 -7.64029 20.14820
O -4.08429 -6.86615 22.13192
C -3.57837 -5.72869 19.90974
H -3.83766 -3.91820 18.49600
H -5.24876 -5.23637 18.32856
H -6.23482 -3.63174 19.50579
H -5.05984 -3.31858 20.38137
H -6.81885 -5.80128 21.14893
H -5.47410 -4.88134 22.00056
H -3.09122 -6.59528 19.22327
H -2.84447 -5.16386 20.62020
C 2.34540 -11.20511 21.46897
C 1.09701 -10.44404 21.12520
C 1.42263 -9.01385 21.03753
S 2.49184 -8.78360 22.46667
O 1.62799 -8.29035 23.48308
O 3.69058 -8.04563 22.10340
C 2.94871 -10.41568 22.59913
H 2.98638 -11.18598 20.58383
H 2.07577 -12.24426 21.32696
H 0.14490 -10.68031 21.76750
H 0.65126 -10.63788 20.15636
H 0.60301 -8.10835 20.97866
H 1.85802 -8.92542 20.10932
H 2.53565 -10.87695 23.55487
H 4.02708 -10.50723 22.48340
C 1.62373 -9.91678 28.80308
C 2.84869 -9.03844 28.59940
C 2.43169 -8.16032 27.37759
S 0.72605 -7.78515 27.42360
O -0.03045 -8.22349 26.22521
O 0.48322 -6.44674 28.02221
C 0.32975 -9.05189 28.65477
H 1.61083 -10.47310 29.78149
H 1.76271 -10.98688 28.33922
H 3.93673 -9.51726 28.39577
H 3.01184 -8.18346 29.39924
H 2.52686 -8.63709 26.42446
H 3.13665 -7.35412 27.32734
H -0.50164 -9.62559 28.21908
H -0.01374 -8.57525 29.55234
```

total charge = +1
HOMO-LUMO gap = 9.90 eV
E_HOMO = -11.714 eV
calculated total energy = -5379.2761 Ha
LUMO energy = -1.82 eV
energy above the lowest of the compared OMol25 structures with the same formula, charge and spin = 3.170 eV

***

Question: What is the formula in the third record?
Answer: C32H66N2O11P2

***

Question: Which value of E_HOMO does entry 2 give?
Answer: -8.777 eV